{"formula": "C4H7NOS", "method": "wB97M-V/def2-TZVPD", "symbols": ["S", "O", "N", "C", "C", "C", "C", "H", "H", "H", "H", "H", "H", "H"], "xyz": [[0.4807, -3.0044, -0.7280], [-0.1372, 0.8133, -0.4165], [-0.6227, -1.7591, -0.1584], [1.9530, -1.9606, -0.8376], [0.4577, -0.2815, 0.1333], [-1.3003, 1.1822, 0.2327], [1.7609, -0.6935, -0.4662], [2.5814, 0.0223, -0.6218], [-2.3495, 0.7931, -0.0257], [2.7320, -2.5318, -1.2954], [-1.4492, 2.3760, 0.1189], [0.3357, -0.3471, 1.2103], [-1.1000, 1.0475, 1.3004], [-1.1809, -1.3775, -0.9116]], "mulliken_charge": [-0.05, -0.34, -0.54, -0.11, 0.41, -0.63, -0.80, 0.29, 0.24, 0.37, 0.23, 0.32, 0.34, 0.27], "energy_ha": -684.6831, "spin_multiplicity": 1, "gap_ha": 0.3266, "mol_weight_da": 117.173, "de_lowest_kj_mol": 325.6, "homo_ev": -8.003, "e_lumo_ev": 0.88, "max_force_ev_per_a": 4.6}